# C77H167N9O15

A cluster of 14 separate species, C77H167N9O15 in total (the ωB97M-V functional and the def2-TZVPD basis, OMol25).

Summary:
- HOMO-LUMO gap (alpha / beta): 6.62 / 3.28 eV
- LUMO (alpha / beta): -0.2994 / -0.4221 Ha
- Calculated total energy: -126628.367 eV
- Multiplicity: 2
- Charge: +5

Geometry as XYZ:
```
268
Properties=species:S:1:pos:R:3:forces:R:3
C 26.8611 11.7088 4.7819 0.58 0.32 -0.25
C 28.1647 12.2474 4.2063 -0.13 0.76 -0.18
C 27.9765 12.9840 2.8707 1.04 0.44 1.03
N 29.3360 13.6211 2.3694 -1.94 -1.14 -1.04
C 28.8550 14.4675 1.1589 1.56 -0.55 1.42
C 30.1176 14.4488 3.4451 0.93 -1.59 -1.01
C 31.2366 13.4409 3.8254 -0.93 -0.31 1.09
C 31.5732 12.6816 2.5714 0.75 0.32 -0.05
C 30.2615 12.4658 1.8604 0.30 0.91 -0.75
H 26.2279 11.2567 4.0185 0.16 -0.37 0.10
H 26.2747 12.5085 5.2342 -0.02 -0.09 0.24
H 27.2327 10.9940 5.5161 -0.87 -0.09 0.20
H 28.8696 11.4162 4.1883 0.16 -0.06 -0.77
H 28.6177 12.9026 4.9503 -0.14 0.31 0.08
H 27.3034 13.8413 2.8706 0.00 0.06 0.82
H 27.5018 12.3126 2.1552 0.83 -0.25 -0.70
H 28.2254 13.8243 0.5441 -0.17 0.24 0.03
H 29.7731 14.7227 0.6296 -0.10 0.20 -0.18
H 28.3925 15.3590 1.5824 -0.26 -0.26 -0.20
H 30.5737 15.2902 2.9233 -0.30 0.12 -0.14
H 29.4819 14.7795 4.2664 -0.28 -0.05 -0.34
H 32.1199 13.8285 4.3330 -0.10 0.39 -0.22
H 30.8017 12.7162 4.5136 0.05 -0.06 0.30
H 32.2441 13.3192 1.9958 0.06 -0.03 -0.41
H 32.1357 11.7735 2.7887 -0.23 -0.11 0.14
H 30.4096 12.6206 0.7917 -0.27 0.17 -0.07
H 29.8199 11.4694 1.8826 -0.41 0.27 0.77
C 27.1977 17.2874 -0.0526 0.57 -0.49 0.62
C 27.3219 18.3129 -1.1639 1.13 -1.14 -1.44
C 28.7413 18.2508 -1.8417 0.45 0.33 -1.46
N 28.8811 19.0805 -3.1451 -1.08 1.84 0.44
C 27.9331 18.5657 -4.2692 1.33 -0.01 1.06
C 30.3129 19.1964 -3.6283 0.14 -1.01 0.58
C 30.4919 20.5080 -4.4111 -0.88 -0.10 -0.31
C 29.2213 21.3083 -4.0788 -1.45 -0.89 1.34
C 28.5966 20.5360 -2.7902 0.87 0.67 -2.36
H 26.1639 16.9678 0.0784 0.00 0.46 0.39
H 27.6898 17.6120 0.8642 -0.63 0.45 0.30
H 27.7235 16.3406 -0.1753 0.07 0.03 -1.02
H 27.0211 19.3107 -0.8444 0.37 -0.03 0.05
H 26.6265 18.0054 -1.9449 -0.15 0.15 -0.04
H 29.1162 17.3251 -2.2785 -0.99 -0.98 0.72
H 29.6125 18.5336 -1.2508 -0.40 0.56 0.48
H 28.1493 17.5016 -4.3642 -0.34 -0.07 0.22
H 28.2244 18.9899 -5.2301 -0.26 0.41 0.29
H 26.9129 18.7770 -3.9490 0.16 -0.07 -0.39
H 30.4867 18.2402 -4.1220 0.41 0.26 -0.46
H 30.9180 19.1830 -2.7218 0.02 0.10 0.02
H 30.4881 20.3013 -5.4814 0.27 0.07 0.04
H 31.3816 21.0923 -4.1764 0.10 -0.49 0.22
H 28.5147 21.1878 -4.9000 -0.10 0.20 0.10
H 29.3276 22.3803 -3.9121 0.23 -0.21 0.13
H 27.5284 20.6762 -2.6247 0.24 0.15 0.00
H 29.2110 20.7475 -1.9150 -0.28 0.06 0.11
C 28.1614 3.3333 5.4691 1.46 -0.63 -0.46
C 27.8975 4.8109 5.2443 -0.46 0.34 0.40
C 29.1202 5.4693 4.5514 -2.30 0.71 1.18
N 28.9752 7.0413 4.2008 1.46 -1.69 0.39
C 28.6396 7.8289 5.4799 -0.25 -0.49 -1.59
C 28.0447 7.3172 2.9904 0.58 -1.11 0.64
C 28.5781 8.5918 2.3831 0.79 0.33 0.37
C 30.1181 8.4189 2.5352 0.65 0.53 -0.17
C 30.3946 7.3989 3.6168 -0.42 -0.59 -0.09
H 27.6809 2.7711 6.2699 -0.71 0.64 -0.12
H 29.2105 3.2275 5.7455 0.30 -0.19 -0.15
H 28.0206 2.8031 4.5272 0.03 -0.24 0.12
H 27.7495 5.2378 6.2363 -0.36 0.41 -0.16
H 27.0056 4.8458 4.6185 -0.20 0.61 0.17
H 29.2095 4.8613 3.6511 1.02 0.67 -0.18
H 29.8716 5.4335 5.3402 0.69 -0.06 -0.83
H 28.5953 8.8897 5.2332 0.37 -0.07 -0.01
H 29.3889 7.6298 6.2460 -0.12 0.02 -0.16
H 27.6318 7.5068 5.7422 0.18 -0.11 0.32
H 26.9864 7.2253 3.2346 0.10 0.50 0.47
H 28.2253 6.4295 2.3843 0.17 0.22 -0.45
H 28.2534 9.4529 2.9671 -0.12 0.04 0.16
H 28.2376 8.8134 1.3717 0.04 -0.28 -0.09
H 30.6977 9.2709 2.8903 -0.62 0.74 -0.28
H 30.6236 8.1234 1.6158 -0.37 -0.14 -0.16
H 31.1609 7.7221 4.3214 -0.88 0.44 0.81
H 30.8882 6.5103 3.2234 -0.81 -0.42 -0.16
C 27.9210 10.3275 10.3190 -0.18 -0.13 0.39
C 28.7228 11.1648 9.3649 1.04 -0.46 -0.86
C 29.4003 12.3583 10.0121 0.89 1.14 -0.50
N 30.5980 12.9595 9.1563 0.03 0.91 1.41
C 31.6889 11.9206 9.0688 0.76 0.81 -0.50
C 30.1874 13.5913 7.8015 -0.45 -0.86 0.48
C 31.2407 14.6408 7.4026 -1.10 -0.85 1.19
C 31.6019 15.2432 8.7865 0.21 -0.13 -0.45
C 31.2740 14.1986 9.8913 -0.05 0.69 -1.11
H 28.5817 9.6931 10.9097 0.09 0.30 0.28
H 27.3374 9.5996 9.7554 -0.47 0.32 0.13
H 27.3384 10.9667 10.9824 -0.41 -0.42 0.03
H 28.1822 11.4822 8.4732 -0.51 0.36 0.20
H 29.3989 10.4327 8.9233 0.76 0.36 0.04
H 29.8179 12.2667 11.0148 0.33 -0.92 -0.15
H 28.6774 13.1491 10.2124 -0.12 0.35 -0.64
H 31.9448 11.5765 10.0709 -0.31 -0.04 -0.06
H 32.5349 12.5097 8.7147 0.27 -0.47 -0.19
H 31.5263 11.0979 8.3726 -0.44 0.18 0.01
H 30.0500 12.7752 7.0922 0.19 -0.02 -0.06
H 29.2040 14.0152 8.0050 -0.01 0.22 -0.02
H 31.9969 14.0788 6.8545 0.49 0.56 0.19
H 30.7816 15.4180 6.7917 0.12 -0.32 -0.31
H 32.6382 15.5802 8.8080 0.07 -0.28 0.18
H 31.0207 16.1414 8.9951 -0.22 -0.05 -0.26
H 32.2409 14.0185 10.3612 -0.52 -1.08 0.29
H 30.5972 14.6821 10.5957 -0.18 -0.66 0.07
C 25.6310 13.7617 7.9813 1.45 -0.38 -0.48
C 25.6233 15.1290 8.6315 -2.16 0.58 -1.10
C 25.1118 16.1560 7.5415 0.27 0.63 0.66
N 24.7015 17.5414 8.0991 -2.13 0.68 0.97
C 25.8626 18.3162 8.6317 -0.71 -0.26 -0.10
C 23.6097 17.5831 9.2506 -1.77 -0.59 -1.22
C 22.8281 18.9415 9.1641 2.46 0.51 1.72
C 23.0857 19.4489 7.7944 -2.35 0.64 -0.87
C 23.8930 18.4308 7.0782 2.71 0.96 -1.16
H 25.9225 12.9599 8.6597 -0.56 0.04 0.38
H 26.4597 13.7196 7.2744 -0.09 0.11 -0.56
H 24.7107 13.5102 7.4543 0.04 0.00 0.23
H 26.5712 15.3636 9.1158 -0.14 0.25 -0.14
H 24.7992 15.0731 9.3427 0.33 0.29 0.63
H 24.2504 15.8123 6.9688 -0.31 -0.34 0.57
H 25.8113 16.3525 6.7290 0.54 0.24 0.18
H 26.5662 18.5053 7.8210 -0.08 0.18 0.14
H 26.3135 17.7542 9.4496 0.06 -0.08 -0.19
H 25.3889 19.1940 9.0713 0.66 0.36 -0.24
H 23.9186 17.3448 10.2684 0.49 -0.23 -0.42
H 22.8971 16.8665 8.8422 0.06 -0.59 0.58
H 23.3699 19.6426 9.7988 -0.19 -0.06 0.59
H 21.7938 19.0194 9.4990 0.11 -0.88 -0.05
H 23.3523 20.5045 7.7417 0.87 -0.26 0.16
H 22.1171 19.4908 7.2962 -0.07 -0.10 -0.31
H 24.6971 18.9522 6.5589 -0.10 -0.39 -0.59
H 23.2571 17.9743 6.3197 0.65 -1.19 0.43
C 32.3128 17.7546 2.9454 -0.88 0.87 1.51
C 31.6295 17.7267 4.3830 2.25 0.86 -0.25
C 31.4109 19.1607 4.9601 -2.13 0.03 0.57
N 30.1051 19.2567 5.8587 0.20 -1.26 0.89
C 28.9113 19.1621 4.8868 -0.02 0.64 1.18
C 30.1555 18.1467 7.0090 0.31 0.82 0.30
C 29.8619 18.8614 8.3926 -0.50 -2.04 -1.81
C 30.3183 20.2497 8.2401 0.18 1.90 -1.24
C 30.0661 20.5438 6.7240 -0.40 0.06 -0.05
H 31.5503 18.2119 2.3150 0.41 -0.17 -0.71
H 32.7300 16.8095 2.5977 -0.59 -0.25 0.06
H 33.1937 18.3906 3.0338 -0.13 0.33 -0.21
H 32.4705 17.3936 4.9912 -0.58 -1.01 0.42
H 30.7387 17.0989 4.4019 0.16 0.04 0.25
H 31.1928 19.8869 4.1770 0.29 0.10 -0.01
H 32.1490 19.5570 5.6575 0.51 -0.37 -0.49
H 28.8825 18.2455 4.2976 0.41 0.09 0.21
H 28.9324 20.0764 4.2938 0.26 -0.17 -0.20
H 27.9676 19.2083 5.4303 0.15 -0.23 0.28
H 29.4508 17.3420 6.7993 0.06 0.12 -0.30
H 31.1761 17.7705 7.0790 -0.01 -0.01 -0.59
H 28.7750 18.7857 8.4259 -0.02 0.28 0.81
H 30.3489 18.3274 9.2085 -0.29 -0.07 -0.05
H 29.6143 20.9262 8.7247 0.28 0.07 0.34
H 31.3053 20.5301 8.6078 0.11 -0.51 -0.18
H 29.0302 20.8751 6.7967 -0.06 -0.03 -1.02
H 30.6677 21.3040 6.2259 0.00 -0.02 0.24
C 24.2701 12.6946 2.2730 -2.39 0.44 0.54
C 22.8267 12.6080 3.0171 1.09 1.07 -0.36
C 22.4161 13.9688 3.6480 -0.07 -1.13 -1.04
N 21.1610 13.8825 4.5472 0.35 0.62 1.42
C 21.4726 13.1336 5.8700 0.89 0.36 -0.88
C 19.8792 13.2569 3.9376 -0.03 0.56 -0.81
C 18.7162 14.1790 4.3009 -0.51 0.94 -0.32
C 19.2678 15.1964 5.2948 0.73 -0.08 0.73
C 20.7365 15.3566 4.9310 -0.80 -1.26 -0.87
H 24.3392 13.3095 1.3756 -0.54 0.30 0.07
H 24.5119 11.7020 1.8930 0.60 -0.01 0.65
H 24.8598 13.1871 3.0462 0.83 -0.66 -0.19
H 23.0005 11.8731 3.8031 -0.36 -0.19 -0.10
H 21.9940 12.3456 2.3645 0.34 -0.55 -0.07
H 22.2237 14.6340 2.8062 -0.68 0.11 0.12
H 23.2632 14.4590 4.1279 -0.28 -0.18 0.89
H 21.9843 12.1934 5.6642 -0.49 -0.05 -0.30
H 20.5862 12.9589 6.4798 0.04 0.24 -0.30
H 22.2358 13.7048 6.3984 -0.30 0.28 0.13
H 19.6084 12.2612 4.2890 1.03 -0.07 0.19
H 20.0404 13.2243 2.8601 -0.04 -0.09 0.11
H 17.8315 13.6540 4.6613 0.34 -0.20 0.35
H 18.3054 14.7172 3.4466 0.41 -0.05 -0.32
H 19.2190 14.7819 6.3017 -0.40 0.41 0.17
H 18.8369 16.1943 5.2133 -0.46 -0.28 0.34
H 21.4070 15.7791 5.6793 -0.04 -0.32 -0.04
H 20.7245 15.9758 4.0340 0.66 -0.27 -0.22
C 32.1466 9.6469 -5.4641 -0.20 0.04 -0.56
C 32.0317 10.7479 -4.3917 0.23 -0.36 -0.05
C 33.3792 10.9588 -3.7378 -0.30 0.24 0.49
N 33.3330 12.0193 -2.6198 -0.45 1.34 0.55
C 32.9481 13.3910 -3.2505 1.37 0.11 0.61
C 34.6891 12.0965 -1.9648 1.04 -0.38 -0.04
C 34.7412 10.9300 -0.8906 -0.14 0.83 -0.56
C 33.2273 10.6600 -0.5675 0.41 -0.20 -0.49
C 32.4688 11.7228 -1.3163 -0.62 0.40 -1.64
H 31.1572 9.4799 -5.8900 0.19 0.08 -0.28
H 32.5657 8.6549 -5.2958 -0.27 -0.01 1.34
H 32.8603 9.9427 -6.2331 -0.38 0.64 -0.36
H 31.2241 10.6436 -3.6672 0.13 -0.86 0.21
H 31.7016 11.6625 -4.8842 0.34 0.15 -0.38
H 34.1095 11.2987 -4.4722 -0.07 0.54 0.03
H 33.8587 10.0458 -3.3847 -0.49 -0.07 0.60
H 33.5377 14.1194 -2.6938 -0.22 -0.03 0.27
H 31.9188 13.7492 -3.2336 -0.19 -1.01 0.29
H 33.3189 13.5130 -4.2682 -0.05 -0.73 -0.08
H 34.8729 13.0918 -1.5604 -0.72 -0.08 0.72
H 35.4384 12.1125 -2.7563 0.11 -0.84 -0.08
H 35.3358 11.2407 -0.0315 -0.39 0.46 0.08
H 35.3195 10.0644 -1.2138 -0.52 -0.13 -0.50
H 33.0051 10.7056 0.4987 0.08 0.05 -0.06
H 32.8543 9.7082 -0.9456 0.42 -0.24 0.16
H 32.3404 12.6397 -0.7412 0.73 0.39 -0.28
H 31.4630 11.5046 -1.6755 0.00 -0.58 0.16
C 32.1656 16.4338 -1.1784 -0.81 -1.13 -0.41
C 33.2185 17.4658 -1.5311 0.22 -0.24 1.09
C 34.5155 16.7810 -1.9500 0.02 1.01 -1.21
N 35.6947 17.8022 -2.1714 -0.86 -2.35 -1.96
C 35.9636 18.6184 -0.9858 0.38 1.31 -0.39
C 36.9301 16.9022 -2.4065 -0.64 0.78 -0.78
C 37.8829 17.7442 -3.2698 0.42 0.03 0.99
C 37.0258 18.7962 -4.0018 0.50 0.47 0.41
C 35.5657 18.5759 -3.5900 0.82 -1.07 1.09
H 31.9176 15.7404 -1.9820 0.42 -0.14 -0.32
H 31.1582 16.7576 -0.9171 0.16 0.88 0.23
H 32.4961 15.8284 -0.3343 0.29 -0.10 0.03
H 33.3811 17.9323 -0.5595 0.29 0.60 -0.15
H 32.9019 18.2194 -2.2523 0.00 -0.06 -0.07
H 34.3948 16.3138 -2.9274 -0.11 0.26 -0.30
H 34.7943 15.9264 -1.3336 0.47 0.60 0.90
H 35.7598 18.0480 -0.0796 0.11 0.05 -0.08
H 35.4384 19.5704 -1.0634 -0.51 -0.23 0.31
H 37.0059 18.9293 -1.0577 0.11 -0.26 0.36
H 37.1986 16.5943 -1.3960 0.46 -0.41 -0.31
H 36.5809 16.0957 -3.0513 -0.07 -0.31 0.48
H 38.6484 18.2072 -2.6470 -0.09 0.18 0.00
H 38.4511 17.1434 -3.9799 -0.27 -0.23 0.14
H 37.3635 19.7980 -3.7363 -0.03 -0.02 -0.07
H 37.2392 18.6483 -5.0604 -0.69 0.32 -0.07
H 34.9016 19.4338 -3.4845 0.31 0.00 0.12
H 35.1673 17.8767 -4.3251 -0.48 -0.23 0.52
O 26.4806 16.1739 2.9408 0.02 -1.98 -4.79
C 26.4335 16.7341 4.0872 0.97 -0.01 4.05
O 25.4682 17.4208 4.3546 -2.42 1.98 0.58
O 27.3549 16.4122 4.8539 1.87 -0.11 1.25
H 25.6453 16.4373 2.5476 -0.25 0.00 -0.66
O 27.2190 12.3790 -1.3681 0.16 0.52 0.29
C 27.5511 11.2641 -0.6699 -1.47 -3.43 2.89
O 26.7924 10.7882 0.1965 -0.67 1.02 0.20
O 28.6578 10.7569 -0.9483 1.54 0.68 -0.72
H 28.1372 12.3110 -1.6400 0.88 1.61 -2.05
O 35.9210 13.0625 1.5620 0.92 -1.22 0.49
C 35.5043 14.2441 1.1453 4.42 3.77 -1.60
O 34.3095 14.3542 1.1014 -6.54 0.29 -0.25
O 36.2800 15.1618 0.8019 0.92 -0.32 -0.22
H 34.9967 12.8587 1.7223 -0.34 -2.07 0.90
O 33.0401 8.9116 6.6941 -0.08 -2.09 0.88
C 32.6579 9.9112 5.9259 0.06 2.93 -0.05
O 31.4863 10.0727 5.6173 -3.32 -0.77 -0.91
O 33.5542 10.7476 5.7403 1.31 1.15 -0.78
H 33.9212 9.2864 6.7630 1.29 -0.85 0.79
O 25.1154 9.7517 6.0899 -0.36 0.83 0.39
C 24.1296 10.0262 6.9363 0.18 1.43 -0.11
O 23.5104 9.1050 7.4690 -0.81 -0.18 0.70
O 23.7731 11.2058 7.2466 0.49 -1.57 -0.60
H 25.1956 8.7966 6.1438 0.27 -0.69 -0.32
```
Forces are in eV/Å.

Results of the Mulliken charge analysis, in e, for atoms 1 through 99:
1. C -1.90
2. C 1.59
3. C -0.51
4. N 0.97
5. C -1.50
6. C -0.34
7. C 0.18
8. C 0.35
9. C 0.23
10. H 0.25
11. H 0.37
12. H 0.32
13. H -0.20
14. H -0.25
15. H 0.11
16. H -0.01
17. H 0.42
18. H 0.53
19. H 0.53
20. H -0.01
21. H -0.14
22. H 1.04
23. H -1.07
24. H -0.68
25. H 0.90
26. H 0.24
27. H -0.76
28. C -1.07
29. C -0.56
30. C -0.61
31. N 0.22
32. C -0.92
33. C -0.40
34. C -0.67
35. C -0.75
36. C -0.69
37. H 0.42
38. H 0.26
39. H 0.18
40. H 0.39
41. H 0.38
42. H 0.49
43. H 0.29
44. H 0.34
45. H 0.48
46. H 0.33
47. H 0.59
48. H 0.00
49. H 0.36
50. H 0.35
51. H 0.32
52. H 0.46
53. H 0.45
54. H 0.36
55. C -1.36
56. C -0.22
57. C -0.81
58. N 0.60
59. C -0.76
60. C -0.99
61. C 0.14
62. C 0.66
63. C -0.98
64. H 0.37
65. H 0.37
66. H 0.34
67. H 0.29
68. H 0.26
69. H 0.42
70. H 0.44
71. H 0.01
72. H 0.37
73. H 0.24
74. H 0.48
75. H 0.38
76. H -0.69
77. H 0.76
78. H -0.42
79. H 0.38
80. H 0.30
81. H 0.29
82. C -1.73
83. C 0.61
84. C -0.89
85. N 0.64
86. C -1.19
87. C -0.65
88. C 0.66
89. C 0.20
90. C -0.90
91. H 0.46
92. H 0.38
93. H 0.38
94. H -0.13
95. H 0.13
96. H 0.52
97. H 0.48
98. H 0.31
99. H 0.63